Formula: C2H2FN
Source: the Open Molecules 2025 dataset
Level of theory: wB97M-V/def2-TZVPD

Its relative energy (zero: lowest compared OMol25 entry of this formula, charge and spin) is 45.8 kcal per mole. The value obtained for the LUMO energy is 0.95 eV. The total energy comes out at -6311.008 eV. Its frontier orbital gap is 12.0 eV. Its highest occupied orbital energy is -11.097 eV. The structure (SMILES) is FC1=NC1.

```
! wB97M-V def2-TZVPD RIJCOSX def2/J DEFGRID3
* xyz 0 1
F -0.632 -0.638 -2.836
C -0.054 -0.761 -1.589
N 0.696 -1.424 -0.877
C 0.084 -0.242 -0.253
H 0.853 0.426 0.060
H -0.486 -0.522 0.582
*
```

Here are the Löwdin charges for atoms 1 to 4, given in e:
1. F 0.08
2. C -0.30
3. N 0.17
4. C -0.09



Formula: C2H2FN3O
Source: the Open Molecules 2025 dataset
Level of theory: wB97M-V/def2-TZVPD

Its relative energy (zero: lowest compared OMol25 entry of this formula, charge and spin) is 5.7 kcal per mole. The value obtained for the LUMO energy is 0.74 eV. The total energy comes out at -11340.292 eV. Its frontier orbital gap is 9.8 eV. Its highest occupied orbital energy is -9.061 eV. The structure (SMILES) is [H]/N=c1/[nH]nc(F)o1.

```
! wB97M-V def2-TZVPD RIJCOSX def2/J DEFGRID3
* xyz 0 1
H -2.265 -1.554 0.180
N -2.329 -0.549 0.010
C -1.159 -0.082 0.009
N -0.649 1.145 -0.051
N 0.730 1.194 -0.002
C 1.055 -0.047 -0.005
F 2.212 -0.569 0.037
O -0.011 -0.888 -0.060
H -1.191 2.016 0.252
*
```

Here are the Löwdin charges for atoms 1 to 4, given in e:
1. H 0.06
2. N 0.14
3. C -0.50
4. N 0.05



Formula: C2H2FN3S
Source: the Open Molecules 2025 dataset
Level of theory: wB97M-V/def2-TZVPD

Its relative energy (zero: lowest compared OMol25 entry of this formula, charge and spin) is 101.6 kcal per mole. The value obtained for the LUMO energy is -0.59 eV. The total energy comes out at -20123.772 eV. Its frontier orbital gap is 7.8 eV. Its highest occupied orbital energy is -8.408 eV.

```
! wB97M-V def2-TZVPD RIJCOSX def2/J DEFGRID3
* xyz 0 1
C -1.102 0.334 -0.701
C 0.629 -0.554 0.816
N -0.399 -0.342 -1.520
N 1.124 -1.103 -0.184
N 0.704 -0.968 -1.382
F 1.095 -0.786 2.044
S -0.607 0.858 1.057
H -1.901 0.944 -1.099
H 0.459 1.616 0.969
*
```

Here are the Löwdin charges for atoms 1 to 4, given in e:
1. C -0.38
2. C -0.56
3. N -0.08
4. N 0.05